{
  "formula": "C3HNO3",
  "method": "the ωB97M-V functional and the def2-TZVPD basis",
  "homo_lumo_gap_ev": 8.13,
  "homo_energy_ev": -8.97,
  "de_lowest_ev": 2.027,
  "lumo_ev": -0.85,
  "elements": ["O", "C", "N", "O", "C", "H", "O", "C"],
  "xyz": [[-1.201, -0.479, -1.823], [-0.344, 0.275, -1.575], [0.100, 1.363, -1.226], [1.787, -2.441, -2.551], [2.651, -1.926, -2.014], [0.612, 3.095, -0.695], [3.496, -1.335, -1.551], [1.132, 2.150, -0.919]],
  "lowdin_charge": [0.185, -0.270, 0.007, 0.219, -0.463, 0.005, 0.236, 0.082]
}